Formula: C3H4Br2O
Source: OMol25
Level of theory: the ωB97M-V functional and the def2-TZVPD basis

Its spin multiplicity is 1. As for the net charge: 0. The HOMO energy (alpha / beta) comes out at -8.09 / -8.35 eV. The energy relative to the best compared isomer or geometry (same formula, charge and spin) is 372.1 kJ/mol. As for the HOMO-LUMO gap (alpha / beta): 0.272 / 0.276 hartree.

Geometry as XYZ:
```
10
Properties=species:S:1:pos:R:3:lowdin_charge:R:1
H 0.70087 -0.15668 2.90227 0.057
C -0.45190 0.02985 -0.68568 -0.221
Br -1.10136 1.78062 3.21967 0.640
Br -1.28616 -0.73902 1.41245 0.939
C 0.93068 0.34484 -0.41634 -0.460
C -0.32035 0.26419 2.51341 -1.207
H 1.64445 -0.51323 -0.61743 0.119
H -1.07685 0.91954 -0.94960 0.087
H -0.37350 -0.84163 -1.29559 0.039
O 1.46175 1.33080 0.05712 0.007
```